41
Properties=species:S:1:pos:R:3:forces:R:3 method="wB97M-V/def2-TZVPD" smiles=O[C@@](CN1CCOCC1)(c1ccccc1)c1ccccn1 e_above_lowest_kcal_mol=30.9 e_homo_ev=-7.937
O -1.3013 -0.1653 2.3984 -0.043 -0.069 0.226
C -0.7967 -0.0611 1.0757 0.435 0.006 -0.141
C 0.6680 0.4629 1.1306 -0.373 0.001 -0.003
N 1.3326 0.3586 -0.1498 0.096 0.202 0.090
C 1.7638 1.6150 -0.7360 0.354 0.266 0.119
C 3.0663 2.1224 -0.1055 -0.310 0.043 -0.183
O 4.0923 1.1533 -0.2051 0.082 0.011 -0.090
C 3.7079 -0.0586 0.4074 -0.231 -0.294 -0.044
C 2.4145 -0.6063 -0.2133 0.311 0.044 0.087
C -0.8174 -1.3839 0.3317 -0.111 -0.049 0.106
C -0.7233 -1.3778 -1.0563 -0.056 -0.134 -0.018
C -0.6797 -2.5671 -1.7592 0.007 0.044 -0.109
C -0.7388 -3.7777 -1.0885 0.008 -0.122 0.029
C -0.8462 -3.7902 0.2902 0.042 -0.175 -0.014
C -0.8820 -2.5998 0.9970 -0.002 0.187 0.054
C -1.7319 0.9214 0.3914 -0.217 -0.082 0.123
C -3.0651 0.5617 0.2119 -0.021 0.177 -0.058
C -3.9246 1.4708 -0.3766 0.078 -0.070 0.058
C -3.4260 2.7034 -0.7717 0.086 -0.015 0.027
C -2.0856 2.9636 -0.5447 -0.312 0.299 -0.200
N -1.2604 2.1017 0.0260 0.310 -0.171 0.178
H -0.6822 -0.6839 2.9249 -0.001 0.041 -0.007
H 1.1881 -0.1308 1.8945 -0.046 0.032 0.005
H 0.6239 1.4986 1.4753 0.073 -0.083 0.064
H 0.9617 2.3432 -0.6207 0.106 0.006 -0.066
H 1.9355 1.4346 -1.8020 0.019 0.101 -0.032
H 3.4374 3.0065 -0.6263 -0.068 0.028 0.069
H 2.8978 2.3733 0.9541 0.010 0.019 -0.058
H 4.5380 -0.7511 0.2573 -0.061 -0.023 0.079
H 3.5669 0.1026 1.4891 0.029 -0.035 -0.055
H 2.1119 -1.5308 0.2811 -0.001 -0.056 -0.031
H 2.5964 -0.8242 -1.2703 0.057 -0.098 0.025
H -0.6778 -0.4349 -1.5772 -0.020 0.048 -0.088
H -0.6023 -2.5509 -2.8365 0.003 0.008 -0.095
H -0.7067 -4.7070 -1.6382 -0.004 -0.070 -0.047
H -0.9013 -4.7293 0.8218 -0.010 -0.073 0.030
H -0.9782 -2.6307 2.0734 -0.032 0.013 0.064
H -3.4068 -0.4078 0.5374 -0.031 -0.113 0.016
H -4.9661 1.2242 -0.5261 -0.063 -0.019 -0.007
H -4.0602 3.4413 -1.2379 -0.024 0.072 -0.040
H -1.6421 3.9102 -0.8278 -0.068 0.102 -0.063

41
Properties=species:S:1:pos:R:3:forces:R:3 method="wB97M-V/def2-TZVPD" e_above_lowest_kcal_mol=289.0 e_homo_ev=-8.256
C 5.3817 1.9643 3.3275 -4.598 6.097 4.100
C 3.8868 2.0774 3.1694 1.318 2.000 2.603
C 3.0488 2.0887 4.3916 7.963 0.404 -0.732
C 1.8281 2.3969 4.2662 -4.268 -0.434 0.437
C 1.3989 2.5143 2.9481 -10.484 1.475 7.351
C 2.0717 2.6609 1.8912 1.314 0.001 -2.089
C 3.4255 2.5443 1.9730 1.566 -2.850 1.469
H 4.0296 2.1780 1.1771 0.439 0.921 -1.243
C 1.4510 2.6636 0.6487 -5.893 -1.018 -1.316
H 0.3584 3.0592 0.5903 1.446 -0.902 0.848
H 1.8725 3.3975 0.1387 2.414 2.543 -3.551
S 1.4375 1.0759 -0.1769 3.991 2.132 -4.644
C 0.3990 0.1209 0.6169 -6.308 0.672 8.152
H -0.8385 0.5876 0.6868 3.310 -1.516 -0.756
C 0.3697 -1.3946 0.4056 -2.313 2.529 -0.483
N -0.1509 -1.3946 -0.9479 -1.252 -1.950 -2.828
C -1.4282 -1.7659 -1.3533 -2.365 -0.901 12.408
O -2.2400 -2.0008 -0.3416 2.161 0.802 -2.603
N -1.8655 -1.9550 -2.5152 6.509 2.243 -4.163
C -3.0264 -2.0753 -3.1336 0.673 -2.747 1.304
C -4.0368 -2.5853 -2.4441 -6.569 1.233 -1.162
C -5.3159 -2.6956 -3.0456 5.646 -0.694 -5.318
C -5.3716 -2.8257 -4.4724 0.992 2.099 -0.584
C -4.2085 -2.3346 -5.1952 0.897 -4.375 -1.095
C -2.9623 -2.4150 -4.4073 -1.302 4.588 -9.168
H -2.1524 -1.9481 -5.1482 -0.823 -1.478 2.136
H -4.0360 -2.4546 -6.4846 -0.936 0.482 4.206
H -6.2844 -3.1937 -4.9868 0.621 0.723 0.390
H -6.1327 -2.9926 -2.6177 -4.361 -1.481 3.281
H -4.1343 -2.4847 -1.4622 0.575 0.014 4.207
H -1.0558 -1.6838 -3.0884 -0.899 -0.445 -1.054
H 0.4980 -1.1961 -1.6590 0.962 0.294 -0.861
H -0.4360 -1.8472 1.0699 1.576 0.259 -0.755
H 1.4085 -1.6559 0.4243 0.329 -1.280 0.189
H 0.6482 0.3706 1.7539 -0.447 -0.962 -1.633
H 0.0121 2.7685 3.1456 4.076 -0.904 -1.791
H 1.2918 2.3128 5.2255 -0.798 0.740 -1.073
H 3.5076 2.2870 5.3702 0.315 -1.214 -0.309
H 5.9539 2.8791 3.5181 -0.629 0.401 -0.298
H 5.7867 1.5289 2.6335 4.204 -4.463 -8.028
H 5.6102 1.4223 4.1074 0.946 -3.039 4.458

42
Properties=species:S:1:pos:R:3:forces:R:3 method="wB97M-V/def2-TZVPD" smiles="CCC(=O)NCCNc1nc2cc(C)c(C)cc2cc1C#N" e_above_lowest_kcal_mol=0.0 e_homo_ev=-8.446
C -1.9436 1.9585 -3.4919 0.132 0.018 0.047
C -0.5724 1.7647 -2.8490 -0.045 -0.015 -0.286
C 0.1539 0.6096 -3.5220 -0.141 0.110 0.477
O 0.4021 0.5927 -4.7115 -0.002 0.149 -0.452
N 0.4679 -0.4091 -2.6951 0.036 -0.234 0.219
C 1.2178 -1.5571 -3.1494 0.163 0.012 -0.159
C 2.3022 -1.9358 -2.1345 -0.214 0.204 -0.290
N 1.7916 -2.6954 -1.0159 0.015 -0.437 0.126
C 1.1552 -2.1496 0.0423 -0.018 0.133 0.186
N 0.9492 -0.8518 0.0640 0.281 -0.273 -0.219
C 0.3600 -0.2828 1.1361 -0.237 -0.274 0.617
C 0.1726 1.1096 1.1500 -0.094 0.092 0.180
C -0.4345 1.7411 2.2066 0.132 -0.161 -0.257
C -0.6194 3.2253 2.1902 0.015 -0.019 -0.016
C -0.8865 0.9834 3.3177 -0.026 -0.344 0.152
C -1.5509 1.6672 4.4719 0.015 -0.001 -0.027
C -0.7061 -0.3757 3.3233 -0.026 0.215 -0.002
C -0.0867 -1.0413 2.2505 0.132 0.274 -0.358
C 0.1129 -2.4338 2.2118 0.209 -0.098 -0.414
C 0.7341 -3.0018 1.1256 -0.346 1.020 0.365
C 0.9593 -4.3872 1.0407 0.074 -0.662 0.060
N 1.1561 -5.5142 0.9370 0.064 -0.237 -0.072
H -2.5767 1.0944 -3.3024 -0.104 -0.054 -0.007
H -1.8290 2.0720 -4.5668 -0.031 0.018 -0.066
H -2.4338 2.8438 -3.0930 -0.077 0.043 0.013
H -0.6766 1.5815 -1.7791 0.053 0.036 0.037
H 0.0257 2.6660 -2.9997 0.057 -0.044 0.059
H 0.3872 -0.3220 -1.6851 -0.034 0.210 -0.257
H 1.6626 -1.2937 -4.1136 -0.034 -0.080 0.108
H 0.5461 -2.4118 -3.3029 0.160 0.017 -0.061
H 3.0678 -2.5412 -2.6219 -0.037 0.036 0.061
H 2.7597 -1.0216 -1.7464 0.081 -0.098 -0.098
H 1.8327 -3.7011 -1.0647 0.039 0.066 0.028
H 0.5331 1.6773 0.3049 0.043 0.063 -0.094
H -0.2251 3.6524 1.2721 0.007 0.057 -0.031
H -0.1071 3.6840 3.0351 0.002 0.099 0.051
H -1.6757 3.4802 2.2674 -0.060 0.088 0.018
H -0.8855 2.4068 4.9156 -0.017 0.084 0.093
H -2.4512 2.1859 4.1444 -0.079 0.076 0.061
H -1.8267 0.9470 5.2377 -0.031 0.000 0.062
H -1.0415 -0.9643 4.1661 -0.058 -0.023 0.116
H -0.2206 -3.0518 3.0342 0.003 -0.064 0.029

44
Properties=species:S:1:pos:R:3:forces:R:3 method="wB97M-V/def2-TZVPD" smiles="Nc1nc(SCC(=O)NC2CCCC2)[nH]c(=O)c1-c1ccccc1" e_above_lowest_kcal_mol=0.0 e_homo_ev=-8.008
N 0.6599 0.3718 1.4060 0.037 0.017 0.112
C 0.8235 -0.7721 0.6994 0.377 -0.343 -0.325
N -0.3157 -1.5173 0.6299 -0.032 -0.121 0.091
C -0.3020 -2.6158 -0.0353 -0.079 0.252 0.249
S -1.8044 -3.5211 -0.1130 -0.221 -0.348 -0.082
C -2.7649 -2.5409 1.0779 0.412 -0.066 0.031
C -2.8118 -1.0392 0.7697 -0.303 -0.614 -0.194
O -2.7102 -0.2280 1.6623 -0.085 0.499 0.306
N -3.0874 -0.7719 -0.5197 -0.179 -0.171 -0.407
C -3.1299 0.5497 -1.1266 0.042 0.116 0.098
C -4.0076 1.5456 -0.3409 -0.016 0.048 0.126
C -3.0388 2.5788 0.2314 -0.095 0.115 -0.079
C -1.9486 2.6629 -0.8313 0.037 -0.047 0.067
C -1.7328 1.2010 -1.2128 -0.031 0.085 -0.109
N 0.7845 -3.0918 -0.6608 -0.027 -0.148 -0.111
C 2.0296 -2.4057 -0.6434 -0.383 -0.014 0.035
O 2.9639 -2.9150 -1.2267 0.229 -0.103 -0.115
C 1.9954 -1.1607 0.0732 -0.120 0.138 0.110
C 3.2161 -0.3404 0.1165 0.085 0.059 0.008
C 4.4503 -0.9255 0.3896 -0.014 0.048 0.060
C 5.5967 -0.1544 0.4294 0.071 -0.013 0.025
C 5.5317 1.2092 0.1954 0.052 0.071 -0.017
C 4.3116 1.7975 -0.0913 0.070 0.143 0.024
C 3.1617 1.0307 -0.1323 0.031 -0.114 -0.065
H -0.2033 0.4414 1.9231 -0.009 -0.007 0.050
H 1.4724 0.8613 1.7394 -0.028 0.045 -0.017
H -3.7726 -2.9580 1.0530 0.024 -0.035 -0.016
H -2.3332 -2.6836 2.0676 -0.096 0.134 -0.071
H -3.0712 -1.5540 -1.1573 0.037 0.045 0.136
H -3.5447 0.3966 -2.1266 0.042 -0.006 0.116
H -4.5724 1.0415 0.4395 -0.097 -0.004 -0.042
H -4.7115 2.0238 -1.0227 -0.033 0.024 -0.025
H -3.5200 3.5363 0.4231 -0.007 0.056 0.069
H -2.6197 2.1980 1.1619 -0.002 0.029 0.043
H -1.0366 3.1314 -0.4652 0.061 0.078 -0.051
H -2.3079 3.2293 -1.6928 0.016 0.087 -0.040
H -1.2860 1.0831 -2.1995 0.072 -0.074 -0.012
H -1.0832 0.7256 -0.4800 0.022 -0.010 -0.024
H 0.7641 -3.9697 -1.1655 0.072 0.117 0.072
H 4.5054 -1.9879 0.5658 0.003 -0.086 -0.010
H 6.5474 -0.6202 0.6437 0.075 -0.039 0.019
H 6.4289 1.8097 0.2275 0.068 0.044 0.000
H 4.2552 2.8581 -0.2907 0.002 0.075 -0.021
H 2.2182 1.4901 -0.3911 -0.077 0.036 -0.014

44
Properties=species:S:1:pos:R:3:forces:R:3 method="wB97M-V/def2-TZVPD" smiles="CC(=O)NCCN(C)C(=O)c1nn(C)c2c1COc1ccccc1-2" e_above_lowest_kcal_mol=132.8 e_homo_ev=-8.087
C 4.0029 -1.4240 2.8650 -2.134 1.514 -1.187
C 3.9564 -2.1919 1.6115 -0.074 -1.001 -1.751
O 5.0229 -2.4669 1.0877 -0.376 -0.621 -0.603
N 2.7125 -2.5843 1.0995 1.002 0.309 0.709
C 2.5203 -3.5745 0.0303 -0.465 -0.401 0.243
C 1.0455 -3.9304 -0.1254 -1.260 -0.989 -0.094
N 0.2862 -2.8848 -0.8898 -0.434 1.762 1.733
C -0.3125 -3.0288 -2.2141 1.099 -0.581 -1.844
C -0.0114 -1.7305 -0.1248 -1.035 -2.106 -1.554
O -0.0488 -1.8042 1.0834 0.843 0.186 1.451
C -0.5613 -0.4783 -0.6818 -0.061 1.638 1.374
N -0.9096 -0.1871 -1.9188 -0.540 -2.883 -0.282
N -1.5324 0.9440 -1.9003 -1.962 4.314 0.177
C -2.8482 1.1286 -2.6200 2.294 0.456 -2.090
C -1.4068 1.6045 -0.6885 0.189 -3.561 2.593
C -0.9250 0.6272 0.2230 0.610 0.463 -2.237
C -0.7668 0.8930 1.7172 0.135 -0.672 -2.357
O -1.0199 2.2439 1.9873 0.247 2.186 1.119
C -1.4660 3.1975 1.1288 0.694 -0.218 -1.875
C -1.5242 4.5315 1.5175 0.217 -0.025 1.915
C -1.7880 5.6070 0.6552 0.927 -2.853 -0.482
C -1.9418 5.2853 -0.7064 -1.429 1.615 0.416
C -2.0640 3.9887 -1.1237 0.575 -0.580 0.520
C -1.6850 2.9274 -0.2137 -1.528 1.165 -2.646
H 3.2381 -0.6054 2.7668 0.978 -0.330 0.492
H 5.0109 -1.1315 2.9964 0.708 0.675 0.303
H 3.6808 -2.0681 3.6159 -0.510 -0.976 1.688
H 1.8816 -2.1715 1.5384 0.459 -0.617 -0.392
H 3.0662 -4.5319 0.1545 -0.005 0.652 0.627
H 2.8215 -3.2421 -0.9548 0.380 0.577 -0.119
H 0.9563 -4.9009 -0.6205 0.307 0.395 -1.005
H 0.5495 -4.3176 0.8110 0.342 1.502 -0.337
H -0.0874 -4.1003 -2.5222 0.072 1.505 -0.072
H -1.4133 -2.9470 -2.3612 0.525 0.159 1.051
H 0.1088 -2.2167 -2.9286 -0.446 -1.745 0.973
H -3.3042 2.1187 -2.5758 0.681 -0.092 0.438
H -2.6822 0.8972 -3.6766 0.178 0.221 0.011
H -3.5659 0.4306 -2.3445 -1.066 -1.432 1.276
H -1.5402 0.3995 2.2489 -0.466 -1.151 0.561
H 0.2224 0.5395 2.0579 -0.415 0.609 0.116
H -1.2724 4.5346 2.5988 -0.330 1.113 -0.635
H -1.7739 6.6122 0.9514 0.015 1.091 0.639
H -2.1815 6.1178 -1.3974 0.231 -0.675 0.370
H -2.4502 3.8899 -2.1577 0.830 -0.597 0.763

no.,LUMO level (eV)
1,0.74
2,0.45
3,-0.43
4,0.41
5,0.22